Record 1
Here is a structure of composition C14H24LiN2O6 at a distorted geometry from the OMol25 dataset. Energies are from ωB97M-V with the def2-TZVPD basis set.

Element x y z (Å)
1 Li -0.84 0.68 0.02
2 C -3.85 -0.06 -2.42
3 C -5.00 -0.94 -2.19
4 C -5.40 -1.25 -0.76
5 O -6.55 -1.74 -0.66
6 C -4.49 -0.91 0.30
7 C -3.29 -0.25 0.04
8 C -2.94 0.10 -1.45
9 O -1.85 0.77 -1.52
10 O -2.40 0.09 0.92
11 O -5.76 -1.23 -3.09
12 H -3.61 0.27 -3.43
13 H -4.75 -1.20 1.32
14 C 2.80 -0.34 -2.79
15 C 1.33 -0.35 -2.23
16 C 1.37 -1.07 -0.96
17 O 0.25 -1.02 -0.14
18 C -0.58 -2.20 -0.07
19 N 0.90 1.06 -1.96
20 H 3.49 0.17 -2.05
21 H 2.91 0.08 -3.82
22 H 3.21 -1.33 -2.85
23 H 0.66 -0.85 -2.97
24 H 2.26 -0.66 -0.47
25 H 1.65 -2.05 -1.16
26 H -1.51 -1.81 0.32
27 H -0.09 -2.83 0.68
28 H -0.70 -2.71 -1.04
29 H -0.13 1.04 -2.02
30 H 1.25 1.81 -2.55
31 C 0.58 0.38 3.26
32 C 1.04 1.70 2.72
33 C 2.27 1.41 1.79
34 O 3.38 1.24 2.60
35 C 4.34 0.54 1.84
36 N 0.00 2.06 1.75
37 H -0.24 0.46 4.06
38 H 1.38 -0.13 3.78
39 H 0.11 -0.25 2.53
40 H 1.37 2.47 3.40
41 H 2.34 2.26 1.11
42 H 2.05 0.56 1.19
43 H 3.98 -0.43 1.52
44 H 5.10 0.38 2.59
45 H 4.80 1.21 1.08
46 H -0.87 1.83 2.22
47 H 0.02 3.04 1.52

## Properties
Kohn-Sham gap (eV): 6.20
LUMO (eV): 2.36
Total charge: -1
Total energy (Eh): -1116.410332
Energy above the lowest of the compared OMol25 structures with the same formula, charge and spin (eV): 0.0187

=====

Record 2
Here is a cluster of 2 separate species, C2H8NO in total at a distorted geometry from the OMol25 dataset. Energies are from ωB97M-V with the def2-TZVPD basis set.

Element x y z (Å)
1 O -1.35 -0.62 -2.64
2 H -1.90 -1.36 -2.30
3 C -0.07 0.81 1.60
4 N 0.15 -0.33 0.64
5 C 0.92 -0.32 -0.67
6 H -1.00 0.73 2.19
7 H 0.73 0.86 2.32
8 H -0.09 1.85 1.20
9 H -0.80 -0.58 0.34
10 H 1.38 -1.28 -0.51
11 H 1.65 0.50 -0.57
12 H 0.38 -0.26 -1.60

## Properties
Kohn-Sham gap (alpha / beta) (eV): 9.51 / 6.35
LUMO (alpha / beta) (eV): 0.86 / -2.29
Total energy (Eh): -210.846610
Energy above the lowest of the compared OMol25 structures with the same formula, charge and spin (eV): 2.2758
2S+1: 2

=====

Record 3
Here is a structure of composition C33H71AsF15O27S7 at a distorted geometry from the OMol25 dataset. Energies are from ωB97M-V with the def2-TZVPD basis set.

Element x y z (Å)
1 As -29.22 3.67 -18.15
2 F -29.98 5.26 -17.63
3 F -29.96 2.89 -16.72
4 F -28.46 2.10 -18.57
5 F -28.64 4.47 -19.63
6 F -27.71 4.04 -17.25
7 F -30.82 3.29 -18.96
8 O -33.43 3.30 -24.78
9 S -32.07 2.94 -25.28
10 O -31.65 3.09 -26.68
11 O -31.00 3.79 -24.43
12 C -31.19 4.03 -23.03
13 C -29.92 3.57 -22.38
14 C -31.56 1.34 -24.57
15 H -32.08 3.52 -22.66
16 H -31.31 5.11 -22.93
17 H -30.05 2.54 -22.03
18 H -29.61 4.13 -21.51
19 H -28.95 3.60 -22.88
20 H -30.50 1.43 -24.32
21 H -31.83 0.61 -25.34
22 H -32.20 1.18 -23.71
23 O -35.57 3.42 -15.80
24 S -34.65 3.65 -16.90
25 O -35.13 3.50 -18.28
26 O -33.93 5.14 -16.72
27 C -33.27 5.64 -17.90
28 C -34.08 6.91 -18.31
29 C -33.10 2.60 -16.63
30 H -33.15 4.93 -18.72
31 H -32.28 6.05 -17.69
32 H -33.55 7.66 -18.88
33 H -34.33 7.48 -17.41
34 H -34.99 6.66 -18.86
35 H -32.77 2.70 -15.60
36 H -32.37 2.89 -17.38
37 H -33.34 1.58 -16.94
38 O -33.30 -0.82 -15.24
39 S -32.91 -1.71 -16.34
40 O -33.45 -1.53 -17.66
41 O -31.25 -1.93 -16.36
42 C -30.59 -1.54 -17.54
43 C -29.25 -0.93 -17.19
44 C -33.39 -3.42 -15.81
45 H -31.11 -0.81 -18.16
46 H -30.49 -2.45 -18.13
47 H -28.56 -0.76 -18.02
48 H -28.74 -1.54 -16.45
49 H -29.38 0.05 -16.73
50 H -33.39 -3.99 -16.73
51 H -34.38 -3.53 -15.37
52 H -32.67 -3.81 -15.09
53 O -30.40 10.99 -12.99
54 S -31.60 10.22 -12.75
55 O -32.89 10.73 -13.16
56 O -31.30 8.78 -13.60
57 C -30.98 8.84 -15.02
58 C -30.37 7.53 -15.32
59 C -31.79 9.50 -11.05
60 H -30.26 9.62 -15.28
61 H -31.88 9.06 -15.61
62 H -29.96 7.47 -16.33
63 H -31.01 6.65 -15.20
64 H -29.59 7.54 -14.56
65 H -32.40 8.61 -11.13
66 H -32.28 10.28 -10.47
67 H -30.86 9.14 -10.62
68 O -25.25 8.65 -15.08
69 S -26.45 8.72 -15.93
70 O -27.72 9.27 -15.54
71 O -25.95 9.54 -17.34
72 C -24.70 9.19 -17.88
73 C -24.70 9.68 -19.33
74 C -26.70 7.09 -16.66
75 H -24.43 8.14 -17.78
76 H -23.87 9.66 -17.36
77 H -23.91 9.14 -19.85
78 H -24.50 10.76 -19.39
79 H -25.62 9.51 -19.89
80 H -25.85 6.41 -16.74
81 H -27.16 7.27 -17.64
82 H -27.44 6.59 -16.04
83 O -24.36 -1.30 -19.14
84 S -25.02 -0.16 -18.47
85 O -25.72 -0.35 -17.23
86 O -23.78 0.88 -18.20
87 C -24.09 1.95 -17.31
88 C -23.18 1.85 -16.12
89 C -25.95 0.95 -19.73
90 H -25.14 1.96 -17.02
91 H -23.86 2.86 -17.86
92 H -23.52 1.04 -15.49
93 H -23.31 2.73 -15.48
94 H -22.13 1.73 -16.38
95 H -26.88 0.40 -19.91
96 H -25.30 1.02 -20.60
97 H -26.11 1.98 -19.41
98 O -28.59 0.74 -23.11
99 S -29.14 -0.47 -22.56
100 O -30.12 -1.26 -23.25
101 O -27.88 -1.47 -22.09
102 C -27.83 -2.84 -22.43
103 C -26.30 -3.23 -22.67
104 C -29.84 -0.17 -20.83
105 H -28.48 -3.12 -23.26
106 H -28.27 -3.36 -21.58
107 H -25.83 -2.62 -23.44
108 H -26.21 -4.28 -22.97
109 H -25.73 -3.03 -21.76
110 H -29.72 0.90 -20.66
111 H -29.28 -0.73 -20.08
112 H -30.90 -0.40 -20.85
113 C -30.93 0.66 -13.02
114 C -31.18 2.11 -13.37
115 O -30.47 2.95 -12.47
116 C -30.62 4.30 -12.50
117 O -31.58 4.84 -12.98
118 C -29.42 5.16 -11.89
119 F -29.91 6.27 -11.35
120 F -28.71 4.46 -10.96
121 F -28.66 5.47 -12.92
122 H -31.43 0.00 -13.72
123 H -31.14 0.40 -11.98
124 H -29.86 0.57 -13.24
125 H -32.24 2.26 -13.20
126 H -30.90 2.33 -14.41
127 C -30.48 7.47 -20.49
128 C -29.44 7.79 -19.46
129 O -29.46 9.20 -19.31
130 C -28.66 9.91 -20.08
131 O -27.95 9.47 -21.01
132 C -28.69 11.49 -19.79
133 F -29.09 11.63 -18.52
134 F -27.56 12.08 -19.88
135 F -29.48 12.15 -20.65
136 H -30.53 6.38 -20.52
137 H -30.12 7.83 -21.45
138 H -31.47 7.89 -20.34
139 H -28.41 7.50 -19.68
140 H -29.78 7.38 -18.51
141 C -27.43 1.60 -14.88
142 C -26.20 1.75 -14.00
143 O -25.59 3.02 -14.07
144 C -25.62 3.91 -12.96
145 O -26.07 3.66 -11.80
146 C -24.96 5.31 -13.23
147 F -23.88 5.61 -12.48
148 F -24.59 5.45 -14.53
149 F -25.90 6.19 -13.02
150 H -27.20 2.14 -15.80
151 H -28.43 1.83 -14.51
152 H -27.54 0.56 -15.16
153 H -25.49 1.00 -14.35
154 H -26.43 1.54 -12.96

## Properties
Kohn-Sham gap (eV): 10.11
LUMO (eV): 1.43
Total charge: -1
Total energy (Eh): -9852.617618

=====

Record 4
Here is the molecule C14H7F3N2OS3 at a distorted geometry from the OMol25 dataset. Energies are from ωB97M-V with the def2-TZVPD basis set.

Element x y z (Å)
1 O -1.39 3.56 -4.25
2 C -1.89 2.46 -4.30
3 N -2.86 2.33 -5.21
4 C -3.16 1.02 -5.47
5 S -4.27 0.65 -6.60
6 S -2.44 -0.11 -4.37
7 C -1.51 1.25 -3.62
8 C -0.63 1.29 -2.55
9 C -0.16 0.22 -1.68
10 C -0.38 -1.13 -1.86
11 S 0.06 -2.00 -0.41
12 C 0.58 -0.46 0.33
13 C 1.19 -0.45 1.67
14 C 2.44 0.18 1.90
15 C 3.06 0.07 3.16
16 C 2.42 -0.61 4.20
17 C 1.23 -1.33 3.98
18 C 0.57 -2.06 5.11
19 F -0.26 -1.17 5.70
20 F 1.44 -2.63 5.97
21 F -0.29 -3.02 4.70
22 C 0.63 -1.25 2.70
23 N 0.38 0.58 -0.45
24 H -3.05 3.10 -5.85
25 H -0.28 2.26 -2.28
26 H -0.88 -1.55 -2.73
27 H 2.87 0.70 1.10
28 H 3.98 0.57 3.44
29 H 2.85 -0.67 5.19
30 H -0.27 -1.80 2.48

## Properties
Kohn-Sham gap (eV): 7.66
LUMO (eV): -1.13
SMILES: O=C1NC(=S)S/C1=C\c1csc(-c2cccc(C(F)(F)F)c2)n1
Total energy (Eh): -2216.633013
Energy above the lowest of the compared OMol25 structures with the same formula, charge and spin (eV): 0.0000

=====

Record 5
Here is a cluster of 2 separate species, ClH3N2OS in total at a distorted geometry from the OMol25 dataset. Energies are from ωB97M-V with the def2-TZVPD basis set.

Element x y z (Å)
1 N 1.04 -0.61 -0.38
2 S -0.47 -0.91 -0.33
3 N -1.49 0.14 -0.67
4 O -0.73 -2.34 -0.10
5 H 0.91 0.32 -0.78
6 H -2.35 -0.26 -0.81
7 Cl 1.31 1.27 1.45
8 H 1.79 2.40 1.62

## Properties
Kohn-Sham gap (eV): 10.45
LUMO (eV): -0.21
SMILES: N=S(=N)=O.Cl
Total energy (Eh): -1044.821261
Energy above the lowest of the compared OMol25 structures with the same formula, charge and spin (eV): 1.5157